Computed, not measured: a structure of composition C51H33AsF15GeN2O2PdS, with wB97M-V/def2-TZVPD.

Properties
Total charge: +1
ΔE to the lowest compared entry with this formula, charge and spin, kcal/mol: 27.6
E_tot, eV: -232922.1413

Each line ends with the Löwdin charge.
Atoms and positions in Å:
Pd1 -0.54628 -0.76806 -0.72288  0.663
F1 0.94264 -2.06500 1.81812  0.061
C1 0.35210 -2.50232 2.94713  -0.241
C2 -0.52483 -1.65760 3.60208  -0.131
C3 -1.05327 -2.12245 4.79154  -0.200
F2 -1.86866 -1.35383 5.52122  0.114
C4 -0.75362 -3.37965 5.28630  -0.130
F3 -1.28704 -3.79884 6.42859  0.145
C5 0.11916 -4.19722 4.59211  -0.126
F4 0.41470 -5.40293 5.05422  0.154
C6 0.68930 -3.75176 3.41145  -0.152
F5 1.53844 -4.52913 2.73406  0.128
Ge1 -0.82841 0.09857 2.78561  0.793
S1 -1.96060 -0.12413 0.89098  0.416
C7 -2.06480 1.16141 3.86680  -0.142
C8 -1.74312 2.38776 4.43379  -0.206
F6 -0.52152 2.91267 4.27265  0.103
C9 -2.65147 3.11969 5.17322  -0.139
F7 -2.31211 4.29325 5.69708  0.139
C10 -3.92591 2.62071 5.36090  -0.125
F8 -4.80958 3.31174 6.06442  0.154
C11 -4.28442 1.40314 4.80932  -0.136
F9 -5.51276 0.92739 4.99043  0.140
C12 -3.35557 0.70052 4.07418  -0.248
F10 -3.72074 -0.48044 3.55567  0.077
C13 0.91952 0.97937 2.60383  -0.131
C14 1.12400 2.00331 1.69670  -0.285
F11 0.12440 2.41532 0.92525  0.066
C15 2.34167 2.63300 1.54327  -0.170
F12 2.49700 3.59132 0.63173  0.126
C16 3.40882 2.24192 2.32523  -0.140
F13 4.59141 2.82276 2.17105  0.147
C17 3.24518 1.23627 3.26074  -0.154
F14 4.27476 0.85372 4.01281  0.137
C18 2.01280 0.62875 3.38805  -0.215
F15 1.90482 -0.32511 4.32269  0.110
C19 5.82649 1.42929 -3.63821  -0.078
C20 4.93381 0.52684 -4.19925  -0.074
C21 3.82618 0.09925 -3.47791  -0.091
C22 3.60837 0.57938 -2.19263  -0.364
C23 4.49664 1.49445 -1.63762  -0.118
C24 5.60911 1.91069 -2.35426  -0.074
As1 2.11621 0.03871 -1.04712  1.384
C25 2.95861 -1.53991 -0.28054  -0.320
C26 3.79024 -1.56607 0.82712  -0.084
C27 4.28614 -2.77918 1.28636  -0.060
C28 3.94398 -3.96249 0.64138  -0.067
C29 3.11817 -3.94089 -0.47236  -0.025
C30 2.62312 -2.72552 -0.94034  -0.214
C31 1.72938 -2.54960 -2.09936  -0.209
C32 1.38261 -3.53550 -3.00888  -0.021
C33 0.55675 -3.23099 -4.08861  -0.045
C34 0.07860 -1.94277 -4.27995  -0.065
C35 0.42831 -0.94043 -3.38234  -0.115
C36 1.23732 -1.23528 -2.28334  -0.413
H1 6.69052 1.75901 -4.20157  0.107
H2 5.09997 0.15136 -5.20128  0.107
H3 3.14489 -0.61474 -3.92193  0.096
H4 4.32394 1.89562 -0.64445  0.082
H5 6.30006 2.61737 -1.91287  0.109
H6 4.05911 -0.64756 1.33488  0.097
H7 4.93849 -2.80489 2.15039  0.113
H8 4.32773 -4.90620 1.00957  0.113
H9 2.86130 -4.87184 -0.96610  0.115
H10 1.76724 -4.54223 -2.89837  0.117
H11 0.29984 -4.00922 -4.79842  0.114
H12 -0.54487 -1.71315 -5.13470  0.110
H13 0.08113 0.07211 -3.53516  0.101
C37 -1.41645 -4.80189 0.79886  -0.114
C38 -2.68843 -3.93534 0.79165  -0.134
C39 -2.53404 -3.14040 -0.48240  -0.201
O1 -1.11734 -2.83668 -0.52680  -0.294
C40 -0.43408 -4.05519 -0.11503  -0.139
H14 -1.61647 -5.79578 0.40194  0.119
H15 -1.02171 -4.92884 1.80119  0.095
H16 -2.70446 -3.24560 1.63784  0.104
H17 -3.60291 -4.52658 0.80590  0.123
H18 -3.08353 -2.20743 -0.49802  0.074
H19 -2.77588 -3.73645 -1.36655  0.135
H20 0.49995 -3.77718 0.35512  0.090
H21 -0.22192 -4.62541 -1.01789  0.120
C41 -4.27781 3.87569 -3.15554  0.032
N1 -3.39900 2.71070 -3.08253  -0.043
N2 -2.29928 2.70559 -2.24914  0.066
C42 -1.87967 1.42118 -2.07752  -0.420
O2 -0.77722 1.16010 -1.48544  -0.214
C43 -2.81839 0.59554 -2.74572  0.053
C44 -3.74173 1.43029 -3.32860  -0.248
C45 -4.97065 1.10263 -4.09967  0.004
C46 -1.54381 3.88914 -1.97803  -0.210
C47 -1.00740 4.62738 -3.02300  -0.010
C48 -0.27711 5.76863 -2.72823  -0.060
C49 -0.07577 6.14335 -1.40490  -0.062
C50 -0.61583 5.39001 -0.37169  -0.056
C51 -1.37074 4.26145 -0.65713  -0.011
H22 -3.82802 4.68493 -2.58862  0.095
H23 -5.25291 3.64495 -2.72930  0.100
H24 -4.39270 4.19777 -4.18821  0.102
H25 -2.78690 -0.47872 -2.80244  0.110
H26 -5.01634 0.03210 -4.28585  0.091
H27 -4.98869 1.62458 -5.05739  0.096
H28 -5.86589 1.39047 -3.54282  0.094
H29 -1.15615 4.30741 -4.04847  0.124
H30 0.14663 6.35948 -3.53091  0.112
H31 0.50580 7.02862 -1.18023  0.112
H32 -0.45500 5.68268 0.65884  0.115
H33 -1.81360 3.65706 0.12424  0.120


Computed, not measured: a cluster of 8 separate species, C51H34Br2N2O14 in total at a distorted geometry, with wB97M-V/def2-TZVPD.

Properties
Total charge: 0
E_tot, eV: -225154.8720
SMILES: C#C[C@@H](C#N)[C@@H](C#N)/C(Br)=C(/C)Br.O=C1C=CC(=O)C=C1.O=C1C=CC(=O)C=C1.O=C1C=CC(=O)C=C1.O=C1C=CC(=O)C=C1.O=C1C=CC(=O)C=C1.O=C1C=CC(=O)C=C1.O=C1C=CC(=O)C=C1

Each line ends with the Löwdin charge.
Atoms and positions in Å:
C1 6.71471 -2.52785 -8.38920  0.097
C2 5.92577 -2.27672 -9.29554  -0.090
C3 4.73066 -1.98234 -10.29749  -0.192
C4 4.10606 -3.38623 -10.62593  -0.181
N1 3.63405 -4.27577 -11.20261  0.165
C5 3.70938 -0.97869 -9.56059  -0.269
C6 3.53062 0.39232 -10.35301  -0.182
N2 3.30028 1.07084 -11.26895  0.158
C7 2.35138 -1.63768 -9.11409  -0.620
Br1 2.18414 -2.09728 -7.18555  0.754
C8 1.26632 -1.93008 -9.91128  -0.669
C9 -0.04969 -2.62950 -9.33051  -0.148
Br2 1.29370 -1.53999 -11.83230  0.736
H1 7.14174 -2.67534 -7.35744  0.066
H2 5.18006 -1.46200 -11.19517  0.155
H3 4.23902 -0.66548 -8.59934  0.119
H4 -0.56235 -1.86940 -8.65459  0.084
H5 -0.72977 -2.97301 -10.17605  0.074
H6 0.24700 -3.57137 -8.75805  0.077
O1 -1.77714 -1.89897 -5.83319  0.098
C10 -1.47812 -1.50829 -4.72142  -0.381
C11 -2.50106 -0.97916 -3.79191  0.024
C12 -2.17196 -0.54913 -2.57461  0.026
C13 -0.77066 -0.58364 -2.09988  -0.375
O2 -0.47125 -0.19308 -0.98836  0.088
C14 0.25180 -1.11262 -3.02894  0.034
C15 -0.07757 -1.54267 -4.24610  0.012
H7 -3.52113 -0.96166 -4.15500  0.123
H8 -2.90656 -0.15828 -1.88162  0.123
H9 1.27167 -1.13030 -2.66568  0.127
H10 0.65604 -1.93357 -4.93936  0.039
O3 1.06408 -3.46604 -0.11497  0.100
C16 0.51341 -3.46665 0.96970  -0.378
C17 -0.42620 -2.39060 1.35480  0.039
C18 -1.02765 -2.39122 2.54429  0.036
C19 -0.78218 -3.46834 3.52864  -0.369
O4 -1.33144 -3.47178 4.61431  0.089
C20 0.15792 -4.54474 3.14359  0.027
C21 0.75890 -4.54402 1.95455  0.024
H11 -0.59348 -1.61157 0.62124  0.093
H12 -1.71712 -1.61141 2.84283  0.107
H13 0.32636 -5.32473 3.87673  0.112
H14 1.44870 -5.32340 1.65544  0.122
O5 -1.95913 1.09606 2.95856  0.089
C22 -2.66271 1.17511 3.94880  -0.387
C23 -4.01910 1.76164 3.88270  0.021
C24 -4.78870 1.84985 4.96690  0.024
C25 -4.31791 1.36214 6.28347  -0.375
O6 -5.02021 1.44022 7.27326  0.105
C26 -2.96116 0.77545 6.34972  0.018
C27 -2.19258 0.68823 5.26491  0.021
H15 -4.34720 2.11218 2.91146  0.115
H16 -5.78593 2.27842 4.93450  0.078
H17 -2.63263 0.42478 7.31903  0.099
H18 -1.19830 0.26178 5.29490  0.109
O7 -0.00885 0.53713 7.43316  0.071
C28 0.31260 0.92416 8.54364  -0.359
C29 -0.69349 1.44905 9.49397  0.029
C30 -0.34262 1.87280 10.70679  0.029
C31 1.06750 1.83528 11.15658  -0.386
O8 1.38544 2.22047 12.26418  0.108
C32 2.07226 1.31086 10.20656  0.034
C33 1.72228 0.88656 8.99226  0.013
H19 -1.72037 1.46889 9.15025  0.111
H20 -1.06469 2.26036 11.41455  0.124
H21 3.09860 1.29132 10.55119  0.127
H22 2.44187 0.50167 8.28884  0.098
O9 3.00824 -1.44549 8.36255  0.080
C34 2.49876 -2.46262 7.92462  -0.352
C35 1.07058 -2.50681 7.54652  0.042
C36 0.51491 -3.61934 7.06846  0.029
C37 1.30405 -4.85895 6.89392  -0.380
O10 0.79883 -5.87389 6.45520  0.101
C38 2.73464 -4.81537 7.27309  0.025
C39 3.28917 -3.70202 7.75081  0.025
H23 0.50794 -1.59323 7.67822  0.095
H24 -0.52872 -3.66740 6.78719  0.108
H25 3.29814 -5.73062 7.14006  0.122
H26 4.33374 -3.65153 8.03187  0.122
O11 4.83614 5.93496 -6.81113  0.105
C40 5.25458 5.01672 -7.48794  -0.389
C41 4.34988 4.21745 -8.34370  0.027
C42 4.80997 3.20906 -9.08399  0.015
C43 6.24463 2.84671 -9.08284  -0.383
O12 6.66381 1.92740 -9.75974  0.095
C44 7.14983 3.64580 -8.22707  0.020
C45 6.68992 4.65396 -7.48714  0.021
H27 3.30347 4.49621 -8.33333  0.124
H28 4.16302 2.61384 -9.71503  0.064
H29 8.19620 3.36678 -8.23745  0.122
H30 7.33746 5.24958 -6.85597  0.122
O13 -9.59118 6.31389 0.60207  0.113
C46 -9.06176 5.56283 1.39555  -0.385
C47 -9.86159 4.64295 2.23502  0.026
C48 -9.27952 3.82075 3.10695  0.027
C49 -7.80985 3.79100 3.27198  -0.358
O14 -7.27919 3.03816 4.06728  0.083
C50 -7.00964 4.71018 2.43329  0.026
C51 -7.59103 5.53255 1.56125  0.026
H31 -10.93554 4.67708 2.10104  0.124
H32 -9.84861 3.14185 3.72953  0.124
H33 -5.93544 4.67580 2.56765  0.122
H34 -7.02143 6.21126 0.93896  0.125


Among the records above, which one has the lowest E_tot? C51H33AsF15GeN2O2PdS


E_tot of number 2 (C51H34Br2N2O14)? -225154.8720 eV